No. 1
{"formula": "C19H32BrClF8ILiMgN3NaO16PS2", "method": "ωB97M-V/def2-TZVPD", "symbols": ["C", "C", "O", "O", "C", "O", "C", "C", "C", "P", "O", "O", "S", "O", "O", "C", "N", "C", "C", "C", "O", "C", "C", "C", "I", "H", "H", "H", "H", "H", "H", "H", "H", "H", "H", "H", "H", "H", "H", "H", "H", "H", "H", "H", "H", "H", "O", "S", "O", "O", "O", "C", "O", "N", "N", "H", "H", "H", "H", "Na", "Mg", "Br", "Li", "O", "H", "H", "C", "C", "C", "F", "F", "F", "F", "O", "C", "C", "F", "F", "F", "F", "H", "H", "H", "H", "O", "H", "Cl"], "xyz": [[2.3328, 2.8102, -3.1891], [3.0340, 1.3291, -3.0790], [2.8379, 0.4891, -4.1242], [3.8538, 0.8368, -1.9508], [3.2226, 1.2906, -0.6684], [3.7788, 2.3228, -0.0305], [1.8464, 0.4961, -0.1921], [0.9411, 1.3737, 0.8964], [1.2748, 1.0306, 2.4635], [3.0254, 0.3481, 2.7975], [3.2250, -1.1847, 2.3822], [1.1929, 2.3381, 3.1959], [-0.4224, 2.9535, 3.0089], [-0.4551, 4.4581, 2.6249], [-1.0389, 2.8756, 4.4601], [-1.5108, 1.8739, 1.9317], [-2.7469, 2.6451, 1.5263], [-0.7016, 1.1902, 0.6367], [-1.1959, 1.9005, -0.7786], [-0.7540, 3.4989, -0.8905], [-0.9674, 4.1193, -2.0829], [-1.0980, -0.4278, 0.7152], [-1.0580, -1.1917, -0.7323], [-1.7074, -2.7097, -0.4606], [-1.1764, -4.0804, -2.0875], [2.5495, 3.5260, -2.2823], [2.7352, 3.3780, -4.1544], [1.1528, 2.7650, -3.3337], [1.1692, 0.4481, -1.1742], [2.0265, -0.6119, 0.1365], [1.2876, 2.5033, 0.7257], [0.5152, 0.2606, 2.9647], [3.1950, 0.3663, 4.2573], [4.1073, 1.1395, 2.2708], [-1.8932, 0.9871, 2.6336], [-3.1247, 3.2322, 2.3025], [-3.4764, 2.0451, 1.0796], [-0.7139, 1.3858, -1.7420], [-2.3721, 1.7659, -0.9333], [-0.2279, 4.1044, -0.0250], [-2.2099, -0.5593, 1.1296], [-0.4172, -1.0270, 1.4735], [-1.7258, -0.7195, -1.5693], [0.0389, -1.4134, -1.1378], [-2.8675, -2.6438, -0.2493], [-1.1819, -3.1151, 0.5149], [-5.2515, 3.5361, 3.0461], [-6.1459, 2.6537, 2.2747], [-5.3446, 1.6362, 1.5703], [-6.8979, 3.4541, 1.2914], [-7.0895, 1.9880, 3.1913], [-0.3908, 1.1501, -7.3436], [-1.1752, 0.8600, -8.2331], [0.5182, 0.2823, -6.8640], [-0.3654, 2.3635, -6.7634], [1.1723, 0.5027, -6.1320], [0.5328, -0.6427, -7.2734], [-1.0337, 3.0467, -7.0953], [0.2728, 2.6211, -6.0297], [1.2529, -1.1738, -5.2943], [-0.7599, 2.7507, -4.2838], [-4.8514, 0.1434, 2.6806], [-7.8023, 3.9132, -0.2588], [-9.0777, 4.3398, 3.0883], [-8.1730, 4.4292, 2.7530], [-9.1167, 3.4291, 3.4170], [3.9756, -4.2784, 2.3151], [3.3728, -4.7423, 0.9808], [2.0298, -5.4553, 1.0961], [2.1048, -6.5814, 1.8404], [1.5859, -5.8403, -0.1304], [4.2854, -5.5040, 0.3207], [3.1955, -3.6252, 0.2077], [4.9606, -5.1373, 2.8990], [4.4429, -6.2185, 3.6769], [4.7600, -7.5912, 3.0687], [4.2693, -7.7078, 1.8081], [4.1932, -8.5903, 3.7975], [3.1193, -6.0237, 3.8814], [5.0316, -6.1096, 4.8978], [4.5222, -3.3509, 2.1026], [3.2092, -3.9819, 3.0412], [1.2693, -4.8020, 1.5314], [5.8374, -7.7635, 3.0269], [-7.8225, 6.6417, -1.3928], [-7.3538, 7.4502, -1.2923], [4.4385, -0.4749, -4.6785]], "forces_ev_per_a": [[1.53, 0.55, 0.03], [-2.45, -1.32, -3.45], [-3.58, 5.20, 6.92], [-3.57, 2.07, 1.38], [2.68, 3.95, 1.53], [-3.67, -6.64, -3.62], [-0.89, 0.65, -1.16], [0.59, -0.13, -0.65], [-0.56, 0.64, -0.39], [0.97, -4.81, 0.19], [-1.07, 4.35, 0.69], [-2.42, -0.96, -1.72], [-2.68, 5.91, 6.70], [1.11, -5.68, -0.28], [2.40, -0.98, -5.49], [-1.56, -2.07, -1.05], [1.98, -0.03, 0.37], [0.10, -0.14, 0.43], [0.32, 0.34, 0.03], [-1.43, 1.63, -5.24], [1.30, -3.67, 6.84], [-0.56, -0.13, -0.71], [-0.27, -1.87, 0.12], [0.36, 1.55, 1.79], [-0.45, 0.69, 0.76], [-0.28, -1.55, -1.63], [-0.73, -1.34, 1.93], [2.66, -0.35, 0.57], [1.73, 0.09, 1.97], [0.09, 2.18, -0.51], [-0.87, -2.40, 0.54], [1.71, 1.50, -1.14], [-0.42, 0.67, -1.23], [-1.09, 0.09, 0.23], [1.57, 1.87, -0.96], [0.00, -0.87, -0.74], [1.21, 0.73, 0.94], [-0.80, 1.04, 2.04], [2.67, 0.60, 0.44], [-1.15, -1.28, -1.55], [2.31, 0.51, -0.92], [-1.17, 1.38, -1.56], [1.44, -0.57, 1.67], [-2.40, 0.80, 0.91], [2.42, -0.33, -0.77], [-1.13, 0.56, -2.09], [-0.05, -1.35, -1.57], [-4.78, 6.49, 7.73], [2.94, -5.45, -2.60], [0.75, -1.09, -1.47], [0.97, -0.28, -1.53], [-1.35, 0.43, -1.43], [0.30, -0.16, 0.40], [1.01, -1.79, 0.69], [-0.23, 0.88, -0.53], [0.22, 1.22, -0.52], [-0.08, 0.51, -0.54], [0.21, -0.05, 0.03], [0.58, 0.03, -0.68], [1.04, -0.66, 1.51], [-1.29, 0.04, 1.42], [-0.31, 1.17, -0.95], [0.28, 1.41, 0.12], [-0.09, -0.17, 0.01], [-0.29, -0.04, 0.16], [0.27, 0.29, -0.14], [0.51, 1.08, 0.28], [1.07, 0.11, -0.09], [-0.74, -0.39, -0.50], [-0.25, 0.26, -0.41], [0.20, 0.22, -0.03], [-0.45, -0.01, 0.11], [-0.45, -0.31, 0.32], [-1.18, -1.79, 0.41], [0.08, 2.34, -0.03], [0.04, -0.75, -0.51], [0.40, 0.15, 0.50], [0.06, 0.47, 0.16], [0.61, -0.61, 0.47], [-0.02, -0.53, -0.51], [-0.14, -0.30, -0.11], [0.09, -0.21, -0.31], [0.14, 0.15, 0.07], [0.01, 0.22, 0.13], [-0.84, -2.11, -0.05], [0.73, 0.87, 0.30], [4.07, -2.72, -2.46]], "lowdin_charge": [-0.07, -0.38, -0.57, -0.04, -0.23, -0.01, -0.04, -0.19, -0.38, 0.85, -0.52, -0.31, 0.87, -0.33, -0.36, -0.34, 0.04, -0.29, -0.11, -0.07, -0.24, -0.14, -0.29, -0.65, 0.69, 0.09, 0.11, -0.10, 0.11, 0.13, 0.16, 0.15, 0.04, 0.03, 0.12, 0.08, 0.05, 0.06, 0.15, 0.14, 0.10, 0.13, 0.11, 0.09, 0.08, 0.06, -0.32, 0.23, -0.70, -0.42, -0.38, -0.70, 0.05, 0.13, 0.07, 0.05, 0.12, 0.10, -0.05, 0.52, 0.77, 0.89, 0.78, -0.08, 0.00, 0.02, -0.07, -0.43, -0.29, 0.08, 0.06, 0.12, 0.10, 0.03, -0.48, -0.26, 0.09, 0.09, 0.12, 0.13, 0.13, 0.14, 0.17, 0.17, -0.65, -0.23, 0.08], "homo_ev": -3.83, "homo_lumo_gap_ha": 0.1038, "mol_weight_g_mol": 1102.1, "total_charge": -1}


No. 2
{"formula": "C19H32BrN7O3Pd", "method": "ωB97M-V/def2-TZVPD", "symbols": ["Pd", "C", "N", "C", "C", "O", "C", "O", "C", "C", "O", "N", "C", "C", "H", "H", "H", "H", "H", "H", "H", "H", "H", "H", "H", "H", "H", "H", "H", "H", "C", "N", "C", "N", "C", "N", "C", "N", "C", "C", "H", "H", "H", "H", "H", "H", "H", "H", "H", "H", "H", "H", "Br", "C", "C", "C", "C", "C", "N", "H", "H", "H", "H"], "xyz": [[0.5754, -0.1621, 0.3745], [-2.7277, -3.6875, 0.9214], [-1.9601, -3.0832, 2.0151], [-2.0714, -3.7167, 3.3351], [-1.3011, -1.9524, 1.8305], [-1.2592, -1.3606, 0.7295], [-0.5659, -1.3623, 3.0287], [-0.0051, -0.0988, 2.7085], [-0.7976, 1.0328, 3.0509], [-1.1929, 1.8313, 1.8159], [-0.6550, 1.5957, 0.7136], [-2.0987, 2.7875, 1.9511], [-2.6024, 3.2662, 3.2414], [-2.4855, 3.5937, 0.7902], [-2.5131, -4.7533, 0.8849], [-3.7946, -3.5456, 1.0922], [-2.4519, -3.2251, -0.0184], [-2.3865, -4.7455, 3.1904], [-1.1156, -3.7328, 3.8534], [-2.8157, -3.2185, 3.9578], [-1.2423, -1.2804, 3.8799], [0.2539, -2.0165, 3.3234], [-1.6878, 0.7170, 3.5914], [-0.2047, 1.6692, 3.7092], [-2.4783, 2.5321, 4.0293], [-2.0848, 4.1810, 3.5323], [-3.6636, 3.4843, 3.1451], [-2.2836, 3.0475, -0.1233], [-3.5498, 3.8067, 0.8609], [-1.9357, 4.5358, 0.7772], [0.3814, -1.4424, -2.3698], [0.2033, -1.3977, -3.8015], [-1.0359, -0.6676, -4.1035], [-0.9928, 0.7043, -3.5815], [-0.8142, 0.6571, -2.1499], [0.4559, -0.0605, -1.7870], [1.5939, 0.6567, -2.4454], [1.4181, 0.7051, -3.8783], [1.3318, -0.6683, -4.3945], [0.1556, 1.3961, -4.1803], [1.3074, -1.9642, -2.1283], [-0.4579, -1.9568, -1.9005], [-1.8818, -1.1955, -3.6614], [-1.1737, -0.6337, -5.1825], [-1.6431, 0.1276, -1.6792], [-0.7551, 1.6651, -1.7423], [2.5171, 0.1300, -2.2024], [1.6340, 1.6689, -2.0412], [2.2598, -1.1963, -4.1695], [1.2067, -0.6343, -5.4752], [0.0239, 1.4374, -5.2600], [0.2029, 2.4162, -3.7969], [2.2803, -2.1979, 0.7166], [3.4227, -0.6662, 0.6097], [4.7903, -0.7855, 0.6305], [5.5106, 0.3995, 0.5309], [4.8365, 1.6061, 0.4206], [3.4542, 1.6041, 0.4075], [2.7492, 0.4698, 0.5003], [5.2716, -1.7488, 0.7167], [6.5923, 0.3710, 0.5391], [5.3728, 2.5414, 0.3446], [2.8837, 2.5198, 0.3223]], "forces_ev_per_a": [[-0.24, 0.40, 0.29], [0.01, 0.00, 0.08], [-0.06, -0.03, 0.03], [-0.04, 0.03, -0.08], [-0.12, -0.10, 0.02], [0.07, -0.05, -0.13], [-0.02, 0.05, 0.01], [0.04, -0.07, 0.00], [0.02, -0.02, -0.06], [-0.10, 0.08, 0.06], [0.10, 0.09, -0.12], [0.05, 0.05, 0.04], [0.00, 0.00, -0.09], [0.01, 0.02, 0.06], [0.01, 0.00, 0.00], [-0.01, 0.00, 0.01], [0.02, 0.03, -0.01], [0.01, -0.02, -0.01], [0.03, 0.00, -0.01], [-0.02, 0.02, -0.03], [0.01, 0.01, 0.06], [0.06, -0.02, 0.00], [-0.02, -0.03, 0.03], [0.01, 0.04, 0.05], [0.01, -0.03, 0.00], [0.01, 0.01, -0.02], [-0.01, -0.02, -0.01], [0.00, -0.03, 0.00], [0.00, 0.00, -0.01], [0.01, -0.01, 0.02], [-0.04, 0.06, -0.16], [-0.01, 0.15, 0.04], [0.02, 0.01, 0.01], [0.12, -0.08, 0.01], [0.02, 0.01, -0.15], [-0.02, -0.14, 0.09], [-0.11, -0.02, -0.16], [-0.12, -0.05, 0.05], [0.00, 0.01, 0.03], [0.02, -0.03, 0.03], [0.04, 0.00, 0.00], [-0.03, -0.01, 0.03], [-0.01, 0.00, 0.01], [0.00, 0.00, -0.02], [-0.02, -0.03, 0.02], [0.01, 0.01, -0.01], [0.03, -0.03, 0.00], [0.00, 0.03, 0.02], [0.01, -0.01, 0.00], [-0.01, 0.01, -0.01], [0.00, -0.01, -0.02], [0.00, 0.01, 0.01], [0.35, -0.25, -0.04], [-0.10, 0.03, 0.02], [0.09, 0.02, 0.01], [0.04, -0.05, 0.00], [0.02, 0.04, 0.01], [-0.09, 0.01, 0.03], [-0.03, -0.09, -0.02], [0.00, 0.01, 0.00], [-0.01, 0.01, 0.00], [-0.01, -0.02, 0.00], [-0.01, -0.01, -0.01]], "lowdin_charge": [0.98, 0.01, -0.11, 0.00, -0.42, -0.06, -0.11, -0.18, -0.07, -0.38, -0.06, -0.11, 0.00, 0.01, 0.10, 0.11, 0.08, 0.10, 0.10, 0.11, 0.14, 0.13, 0.13, 0.16, 0.08, 0.11, 0.11, 0.08, 0.10, 0.11, -0.18, -0.07, -0.14, -0.07, -0.17, -0.17, -0.17, -0.07, -0.14, -0.14, 0.10, 0.12, 0.13, 0.14, 0.13, 0.11, 0.12, 0.13, 0.13, 0.14, 0.14, 0.13, 0.92, -0.68, -0.06, -0.01, -0.01, -0.09, -0.06, 0.12, 0.13, 0.13, 0.13], "homo_ev": [-13.90, -13.86], "s_squared": 2.00, "homo_lumo_gap_ha": [0.3159, 0.2587], "mol_weight_g_mol": 592.8, "total_charge": 2, "spin_multiplicity": 3}


No. 3
{"formula": "C19H32CeNO3P2", "method": "ωB97M-V/def2-TZVPD", "symbols": ["C", "C", "N", "C", "C", "C", "C", "P", "Ce", "P", "C", "C", "C", "C", "C", "C", "C", "O", "O", "H", "H", "H", "C", "C", "H", "H", "H", "H", "C", "C", "H", "H", "H", "H", "H", "H", "H", "H", "H", "H", "H", "H", "H", "H", "H", "H", "H", "H", "H", "H", "H", "H", "C", "C", "O", "H", "H", "H"], "xyz": [[3.5777, 2.2077, -0.3176], [2.4045, 1.5782, 0.1902], [1.6623, 0.7736, -0.6708], [2.0118, 0.6476, -1.9694], [3.1545, 1.2612, -2.4826], [3.9592, 2.0305, -1.6378], [1.9987, 1.8074, 1.5403], [0.6501, 0.9897, 2.3674], [0.1017, -0.8845, 0.3069], [-0.5712, -0.6577, -2.4016], [1.1751, -0.1995, -2.9117], [-2.1743, -1.0148, 0.9895], [-2.0201, -2.1349, 1.8014], [-3.1849, -2.8197, 2.2240], [-4.4415, -2.3328, 1.8605], [-4.5632, -1.1665, 1.0928], [-3.4190, -0.4993, 0.6345], [0.4123, 4.3554, 0.4379], [-0.5107, 3.0564, -1.7085], [4.1504, 2.8174, 0.3851], [3.3861, 1.1082, -3.5384], [4.8734, 2.4890, -2.0154], [1.4336, -0.0409, 3.6739], [-0.2034, 2.2550, 3.3601], [1.0325, 0.3849, -3.8389], [1.7179, -1.1313, -3.1677], [1.0823, 3.7852, 0.8791], [2.6836, 2.4303, 2.1329], [-0.7930, -2.3605, -3.0237], [-1.5020, 0.3039, -3.6256], [-1.0255, -2.4835, 2.1243], [-3.0875, -3.7301, 2.8218], [-5.3418, -2.8617, 2.1762], [-5.5437, -0.7639, 0.8342], [-3.5054, 0.3947, 0.0184], [-1.5110, 1.2544, 0.2356], [-1.2472, 3.5910, -2.0481], [-0.1566, 3.5866, -0.9357], [0.8484, 5.2168, 0.3201], [-1.2000, 1.2492, -0.4780], [1.9060, 0.6482, 4.3881], [0.6669, -0.6416, 4.1838], [2.1881, -0.7152, 3.2467], [0.4013, 2.5076, 4.2459], [-0.3857, 3.1521, 2.7503], [-1.1695, 1.8416, 3.6849], [-1.2857, -0.0624, -4.6435], [-2.5750, 0.1925, -3.4120], [-1.2304, 1.3640, -3.5172], [-0.6728, -2.3691, -4.1167], [-0.0841, -3.0544, -2.5501], [-1.8129, -2.6778, -2.7638], [1.1786, -4.5496, 0.5790], [1.1449, -3.0614, 0.3931], [2.0466, -2.3239, -0.0535], [0.2171, -4.8811, 0.1668], [1.1464, -4.7489, 1.6583], [2.0061, -5.1132, 0.1244]], "forces_ev_per_a": [[0.35, -0.02, -0.51], [-0.59, -0.15, 0.09], [0.39, 0.58, -0.21], [0.86, 0.67, 0.49], [-0.63, -0.56, -0.47], [-0.27, 0.17, 0.92], [0.05, 0.13, -0.34], [0.97, 0.71, -0.35], [0.03, -0.11, 1.06], [0.41, 0.44, -0.95], [-0.20, -0.31, -0.35], [0.52, 0.85, -0.31], [-1.83, -0.08, 0.08], [0.54, 0.02, 0.06], [0.14, -0.01, 0.01], [0.19, 0.41, -0.30], [-0.81, -1.30, 0.83], [0.65, 0.56, 0.42], [-0.15, 0.74, 0.04], [-0.03, -0.19, -0.36], [0.07, 0.15, 0.34], [-0.24, -0.06, 0.10], [-0.17, 0.07, 0.29], [-0.30, 0.02, 0.26], [0.29, -0.36, 0.25], [-0.18, 0.44, 0.11], [-0.28, -0.18, -0.20], [-0.14, -0.33, -0.13], [-0.02, -0.11, -0.19], [-0.50, 0.18, -0.02], [-0.29, -0.09, -0.16], [-0.20, 0.26, -0.10], [0.25, 0.12, -0.04], [0.07, -0.26, 0.14], [-0.04, -0.15, 0.08], [0.48, -0.15, -0.78], [0.36, -0.25, 0.18], [-0.30, -0.61, -0.73], [-0.24, -0.44, 0.03], [-0.34, 0.33, 0.83], [0.05, -0.38, -0.03], [0.21, 0.15, 0.03], [-0.17, 0.24, 0.06], [-0.22, 0.06, -0.28], [0.06, -0.33, 0.20], [0.24, 0.22, 0.04], [-0.07, 0.22, 0.35], [0.24, 0.08, -0.19], [-0.07, -0.34, -0.05], [0.02, -0.22, 0.28], [-0.16, 0.19, -0.17], [0.26, 0.03, -0.12], [0.48, 0.03, -0.35], [-0.56, -0.02, 0.31], [0.71, -1.13, -0.25], [0.19, -0.19, 0.16], [-0.05, 0.04, -0.17], [-0.01, 0.20, 0.06]], "lowdin_charge": [-0.05, -0.36, -0.03, -0.33, -0.07, -0.07, -0.32, 0.76, 0.74, 0.83, -0.25, -0.37, -0.18, -0.09, -0.11, -0.10, -0.14, -0.07, -0.13, 0.11, 0.11, 0.11, -0.26, -0.25, 0.09, 0.11, 0.03, 0.07, -0.25, -0.26, 0.07, 0.10, 0.10, 0.09, 0.07, 0.08, 0.04, 0.00, 0.07, 0.05, 0.04, 0.04, 0.05, 0.04, 0.03, 0.04, 0.05, 0.05, 0.04, 0.05, 0.05, 0.06, -0.09, -0.47, -0.15, 0.07, 0.08, 0.07], "homo_ev": [-6.47, -6.47], "s_squared": 0.75, "homo_lumo_gap_ha": [0.2546, 0.2547], "mol_weight_g_mol": 524.5, "spin_multiplicity": 2}


Q: Which formula does entry 1 have?
A: C19H32BrClF8ILiMgN3NaO16PS2